Below is a molecular structure, H24NeO12 at a distorted geometry, with properties calculated with ωB97M-V/def2-TZVPD.

Results
- net charge = 0
- E_LUMO (eV) = -0.4
- HOMO-LUMO gap (eV) = 9.1

Element x y z (Å)
Ne 0.24689 0.14425 0.08201
O -1.76705 0.04549 3.35775
H -0.82491 0.02591 3.52572
H -1.86903 -0.38981 2.51139
O -0.38022 -3.93346 -1.73232
H -0.27950 -3.01194 -1.97085
H 0.00325 -3.99826 -0.85768
O 0.86105 0.21462 3.49020
H 1.69208 0.43490 3.91104
H 0.86852 0.70923 2.67072
O -2.67191 -1.52475 1.33813
H -2.59992 -1.38923 0.39332
H -2.85001 -2.46039 1.43349
O -2.82277 -0.72268 -1.59479
H -2.10925 -0.85179 -2.21964
H -3.35097 -1.51778 -1.66603
O 3.06183 -0.55347 0.97278
H 2.65367 -1.18993 1.55977
H 2.79325 -0.82872 0.09623
O 2.07079 2.53824 -0.01776
H 1.35314 2.64318 0.60691
H 2.29864 3.43195 -0.27387
O -0.06518 2.55217 2.04025
H -0.84447 3.00088 1.71223
H -0.06899 2.72222 2.98221
O -0.21219 -1.22550 -2.43890
H -0.42999 -1.26426 -3.37019
H 0.72885 -1.39736 -2.40518
O -2.06717 2.46434 -0.76670
H -1.87167 3.33421 -0.41835
H -1.24647 2.17568 -1.16590
O 0.21839 1.68183 -2.22015
H 0.12013 0.72974 -2.21118
H 1.13202 1.83110 -1.97677
O 2.39511 -1.34071 -1.67495
H 3.12759 -0.83404 -2.02565
H 2.70647 -2.24584 -1.67728

Results of the Mulliken charge analysis, in e, for atoms 1 through 4: 0.057 -0.662 0.476 0.314



Below is a molecular structure, C43H41B2F3GeN9RbS at a distorted geometry, with properties calculated with ωB97M-V/def2-TZVPD.

Results
- 2S+1 = 2
- net charge = -1
- E_LUMO (alpha / beta) (eV) = 2.1 / 1.4
- HOMO-LUMO gap (alpha / beta) (eV) = 6.4 / 5.7

Element x y z (Å)
Rb 0.64220 0.69236 -0.85995
C -0.16199 -2.77433 -2.00993
C -1.21712 -2.44289 -1.00017
C -2.33125 -3.21330 -0.62041
C -3.00058 -2.42978 0.29045
N -2.32086 -1.26924 0.42886
N -1.22330 -1.28244 -0.35609
B -2.76297 -0.05765 1.28933
N -1.70772 0.36825 2.34216
C -1.91858 0.71604 3.62685
C -0.76759 1.29318 4.11064
C 0.12208 1.26470 3.02431
C 1.51710 1.79885 2.96695
N -0.45299 0.71585 1.96137
N -3.07158 1.20184 0.42220
C -3.99033 2.16099 0.66757
C -3.76517 3.20489 -0.19920
C -2.63950 2.80364 -0.94284
C -1.89690 3.57465 -1.98728
N -2.22845 1.60546 -0.55303
N -4.07052 -0.49332 1.98305
C -5.30668 -0.52234 1.43568
C -6.11150 -1.29267 2.23862
C -5.25910 -1.72686 3.27543
C -5.57662 -2.61551 4.43615
N -4.03695 -1.25225 3.10550
H -0.35210 -3.75810 -2.43791
H 0.83622 -2.78590 -1.56984
H -0.14796 -2.03469 -2.81291
H -2.60350 -4.19918 -0.95852
H -3.90774 -2.63477 0.83277
H -2.85899 0.52584 4.11161
H -0.58490 1.65636 5.10827
H 1.92096 1.91642 3.97214
H 1.53641 2.77649 2.48116
H 2.17748 1.13054 2.41363
H -4.72654 2.04954 1.44495
H -4.32063 4.12441 -0.28087
H -2.56621 4.25066 -2.52019
H -1.43165 2.90542 -2.71022
H -1.10733 4.17880 -1.53454
H -5.52189 -0.01583 0.51032
H -7.15694 -1.51574 2.10607
H -6.63826 -2.57447 4.67905
H -5.00272 -2.31139 5.31064
H -5.31950 -3.65333 4.21552
S 3.20651 0.34129 -5.75124
C 4.46464 0.03036 -4.63812
C 4.01353 -0.01696 -3.35009
C 2.60210 0.19833 -3.17082
C 2.03518 0.40992 -4.39381
C 0.61983 0.60715 -4.71361
C 0.17443 0.92817 -6.00705
C -1.17443 1.08131 -6.24881
C -2.07791 0.90989 -5.20704
C -1.56196 0.59870 -3.96075
N -0.26251 0.45838 -3.70972
H 5.47524 -0.10079 -5.00026
H 4.70267 -0.19229 -2.52940
H 0.89680 1.05104 -6.80335
H -1.52472 1.33281 -7.24311
H -3.14383 1.01946 -5.35366
H -2.21736 0.45560 -3.10565
Ge 1.69785 -1.67577 1.18318
C 2.64368 -3.21591 0.38492
C 2.42330 -4.52692 0.80641
C 3.11629 -5.58056 0.22795
C 4.02286 -5.33655 -0.79649
C 4.23010 -4.03831 -1.24279
C 3.54084 -2.98506 -0.65775
C 1.84840 -1.83936 3.15318
C 3.12676 -1.86583 3.70987
C 3.29817 -1.84695 5.08620
C 2.18920 -1.79992 5.92335
C 0.91360 -1.78134 5.37911
C 0.74451 -1.79870 3.99971
H 2.79408 -0.56111 0.92781
H 1.71246 -4.72567 1.60138
H 2.94552 -6.59479 0.56860
H 4.56139 -6.15912 -1.25097
H 4.91747 -3.84604 -2.05741
H 3.68416 -1.97533 -1.02754
H 3.99521 -1.90338 3.06020
H 4.29582 -1.86348 5.50860
H 2.32245 -1.77115 6.99805
H 0.04811 -1.73551 6.02868
H -0.25710 -1.75997 3.58515
F 0.40774 6.31166 -3.49101
C 1.13068 5.52119 -2.67317
C 1.84947 4.47812 -3.22364
C 2.59462 3.67592 -2.37550
C 2.61119 3.91327 -0.99559
C 1.85003 4.96749 -0.48012
C 1.10622 5.78329 -1.31509
H 1.81152 4.29873 -4.28957
H 3.13852 2.82984 -2.78152
H 1.83790 5.14495 0.58847
H 0.50847 6.60011 -0.93436
F 3.72669 3.40430 1.20282
B 3.52073 3.07563 -0.07266
F 4.17557 2.01062 -0.50936

Results of the Mulliken charge analysis, in e, for atoms 1 through 4: 1.146 -0.535 -0.183 -1.657



Below is a molecular structure, C36H68BrFNO20PSi2 at a distorted geometry, with properties calculated with ωB97M-V/def2-TZVPD.

Results
- net charge = 0
- E_LUMO (eV) = -0.9
- HOMO-LUMO gap (eV) = 8.4

Element x y z (Å)
C 3.98306 5.10012 -3.39929
C 3.22383 3.99196 -3.60008
Si 3.44498 2.46526 -2.54073
C 5.28758 2.27009 -2.27946
C 5.78486 0.89644 -1.82662
C 7.21941 1.02805 -1.25045
Br 4.68664 0.09153 -0.42207
O 2.68729 2.56257 -1.04530
Si 1.12654 3.09508 -1.00601
F 0.54728 2.64428 0.41905
C 0.95888 4.95141 -1.04209
C 1.08560 5.45282 0.42671
C 0.04388 2.23697 -2.25883
C -0.31383 2.81785 -3.47514
C -1.14018 2.13085 -4.35153
N -1.62862 0.90647 -4.16418
C -1.28039 0.36632 -2.99314
C -0.49154 0.96695 -2.02857
P 2.77697 0.73085 -3.83457
O 3.85748 -0.27691 -4.06552
H 3.96464 5.62912 -2.44762
H 4.64929 5.48510 -4.16781
H 2.53772 4.00024 -4.44875
H 5.74247 2.43889 -3.26189
H 5.67187 3.07089 -1.64460
H 5.85883 0.19826 -2.65055
H 7.37961 0.23661 -0.52481
H 7.91728 0.87120 -2.07284
H 7.36572 2.00314 -0.79534
H 1.76749 5.42219 -1.59384
H -0.02865 5.25167 -1.39113
H 1.96901 4.99129 0.87332
H 0.24498 5.12998 1.03588
H 1.16234 6.53597 0.47906
H 0.04692 3.80278 -3.74434
H -1.42477 2.62007 -5.27705
H -1.65587 -0.63258 -2.79924
H -0.29337 0.44522 -1.10189
H 2.41499 1.28284 -5.09010
H 1.62496 0.08385 -3.34713
C -0.98708 11.85032 4.53686
C -1.32467 10.40326 4.24921
O -0.67102 9.92235 3.06375
C 0.62636 9.65791 3.19349
O 1.28028 9.76551 4.19692
O 1.08485 9.25014 2.00746
C 2.49148 9.00549 1.97774
H -1.21566 12.47299 3.67086
H -1.56144 12.20912 5.39076
H 0.07174 11.97066 4.75985
H -2.38991 10.30127 4.05199
H -1.08188 9.75864 5.09367
H 2.78531 8.30637 2.75772
H 3.04169 9.93901 2.08494
H 2.71677 8.56851 1.00874
C -0.00933 -0.96971 5.75915
C 1.47853 -1.00368 6.02153
O 2.22172 -0.84766 4.80279
C 2.25477 0.38272 4.29552
O 1.74247 1.36347 4.77060
O 2.91973 0.33069 3.14325
C 2.92573 1.55868 2.40547
H -0.27665 -1.71488 5.00712
H -0.56614 -1.17570 6.67329
H -0.32217 0.00312 5.38073
H 1.75975 -1.97488 6.42457
H 1.77514 -0.25019 6.75135
H 3.29479 2.38398 3.01202
H 1.92374 1.77804 2.04740
H 3.58329 1.40222 1.55443
C -1.95239 -6.37137 9.33381
C -2.11703 -5.18998 8.40198
O -0.85305 -4.66432 7.96921
C -0.22041 -5.38450 7.04374
O -0.61490 -6.40409 6.54274
O 0.93901 -4.78216 6.77646
C 1.77110 -5.49704 5.85728
H -1.31794 -6.10243 10.17944
H -2.92332 -6.69380 9.70977
H -1.48454 -7.21202 8.82424
H -2.60686 -4.36990 8.92350
H -2.72896 -5.44339 7.53643
H 1.23459 -5.72038 4.93822
H 2.13540 -6.41477 6.31610
H 2.61283 -4.84760 5.63443
C -2.24236 -5.77483 0.19436
C -2.95630 -5.26925 1.42957
O -2.16001 -4.32819 2.16920
C -2.07689 -3.11077 1.64217
O -2.60918 -2.73736 0.62819
O -1.28563 -2.37284 2.42034
C -1.03622 -1.06012 1.90946
H -1.27184 -6.19421 0.46255
H -2.83636 -6.54546 -0.29674
H -2.06858 -4.97053 -0.51865
H -3.14085 -6.09197 2.11736
H -3.92010 -4.82351 1.18159
H -1.96601 -0.53612 1.69892
H -0.42441 -1.12248 1.01022
H -0.49118 -0.51725 2.67685
C -5.01993 -3.02402 -2.11833
C -6.14731 -4.01761 -1.94612
O -6.83380 -4.28091 -3.18069
C -6.18914 -5.07320 -4.03328
O -5.11966 -5.59434 -3.85341
O -6.93617 -5.19292 -5.13266
C -6.32406 -5.95571 -6.17474
H -5.39071 -2.10450 -2.57444
H -4.57303 -2.78539 -1.15260
H -4.23944 -3.42019 -2.76655
H -6.90246 -3.60985 -1.27666
H -5.79438 -4.95386 -1.51265
H -6.01751 -6.93484 -5.81375
H -5.46665 -5.42001 -6.57925
H -7.07396 -6.07490 -6.95131
C 0.87554 -1.48516 -6.11144
C -0.54500 -1.60300 -6.62166
O -0.62489 -2.42119 -7.80062
C -0.52221 -3.73153 -7.59398
O -0.39194 -4.27798 -6.53037
O -0.58765 -4.34371 -8.77864
C -0.40691 -5.75985 -8.71431
H 1.53818 -1.12074 -6.89831
H 0.91636 -0.79626 -5.27015
H 1.26404 -2.44741 -5.78239
H -0.91760 -0.62534 -6.91982
H -1.21713 -1.98750 -5.85510
H -1.10432 -6.21131 -8.01224
H 0.61707 -5.99608 -8.42927
H -0.60033 -6.14149 -9.71264

Results of the Mulliken charge analysis, in e, for atoms 1 through 4: -0.703 -0.154 0.065 -0.931



Below is a molecular structure, C48H42N8OP2S3Sr at a distorted geometry, with properties calculated with ωB97M-V/def2-TZVPD.

Results
- net charge = 0
- E_LUMO (eV) = -0.8
- HOMO-LUMO gap (eV) = 5.7

Element x y z (Å)
Sr -1.12392 0.78198 0.44325
N -4.37332 1.98298 -2.89205
C -3.71052 1.42988 -1.82405
S -2.26682 0.59718 -2.20015
N -4.23772 1.64908 -0.65855
N -3.59502 1.28518 0.47735
C -4.34232 1.40088 1.53205
C -3.98322 1.06068 2.86985
C -4.93822 1.23778 3.88405
C -4.69292 0.87648 5.18625
C -3.45642 0.32198 5.51655
C -2.49602 0.13778 4.55335
C -2.71122 0.48638 3.19865
O -1.80642 0.27498 2.30855
H -4.17902 1.57438 -3.79155
H -5.33012 2.24738 -2.71595
H -5.36902 1.75508 1.37415
H -5.89852 1.65998 3.62365
H -5.44942 1.01158 5.94585
H -3.25742 0.02748 6.53775
H -1.53782 -0.29572 4.80275
S 1.46738 7.75638 3.36085
N 0.44808 7.42568 2.14685
C 0.37888 6.11108 1.99655
C -0.39442 5.40298 1.02305
C -1.20942 6.04658 0.08845
C -1.88362 5.27758 -0.83235
C -1.73592 3.89218 -0.78415
N -1.00522 3.26938 0.11395
C -0.33062 3.99178 1.01245
C 0.45578 3.28258 1.99925
N 0.39588 1.95258 2.00275
C 1.05478 1.28148 2.91615
C 1.90018 1.87658 3.85005
C 1.99778 3.24968 3.86055
C 1.23868 3.98288 2.94485
C 1.20168 5.41198 2.93005
N 1.85908 6.23078 3.73845
H -1.28422 7.12348 0.11225
H -2.52452 5.72388 -1.57475
H -2.24272 3.26488 -1.50215
H 0.89658 0.21428 2.91115
H 2.45598 1.26718 4.54465
H 2.62808 3.77898 4.55875
C 1.14508 -2.56612 -6.13385
S 2.81388 -2.11842 -5.58025
C 2.73018 -2.75302 -3.87165
C 1.92438 -1.85292 -2.94885
C 1.79448 -2.49162 -1.56475
N 1.00208 -1.68432 -0.65125
P 1.62198 -0.42592 0.35495
C 3.40828 -0.85212 0.43535
C 4.30788 -0.59292 -0.59415
C 5.61728 -1.02702 -0.49875
C 6.04268 -1.70852 0.63085
C 5.15908 -1.95682 1.66835
C 3.84848 -1.52542 1.57145
C 1.70468 1.02388 -0.73505
C 0.91338 1.12678 -1.86935
C 0.82028 2.31638 -2.56575
C 1.49618 3.43318 -2.10825
C 2.26668 3.35298 -0.95775
C 2.36988 2.15668 -0.27265
P -0.39372 -2.28032 0.16565
C 0.07218 -4.03642 0.46045
C -0.77492 -5.09942 0.16465
C -0.39282 -6.39692 0.45755
C 0.82238 -6.65012 1.07045
C 1.66288 -5.59652 1.39045
C 1.28498 -4.30092 1.09365
C -1.69932 -2.55282 -1.09645
C -2.98252 -2.27422 -0.62305
C -4.09022 -2.48632 -1.42345
C -3.92652 -2.96142 -2.71405
C -2.65802 -3.24512 -3.19065
C -1.54812 -3.04992 -2.38675
H 1.10648 -2.37902 -7.20165
H 0.40838 -1.95492 -5.62035
H 0.97868 -3.62162 -5.93455
H 3.76658 -2.82202 -3.53845
H 2.30728 -3.75902 -3.92215
H 0.92608 -1.68282 -3.36055
H 2.42428 -0.88502 -2.87055
H 2.80178 -2.66272 -1.16055
H 1.31388 -3.47352 -1.65845
H 3.98388 -0.04702 -1.46995
H 6.30328 -0.83602 -1.31285
H 7.06728 -2.04102 0.70105
H 5.49328 -2.48832 2.54855
H 3.15948 -1.70582 2.38735
H 0.37338 0.26388 -2.22395
H 0.20938 2.36458 -3.45415
H 1.42738 4.36778 -2.64575
H 2.78128 4.23408 -0.59725
H 2.98018 2.08718 0.62155
H -1.73162 -4.91012 -0.30025
H -1.05322 -7.21492 0.21025
H 1.11278 -7.66502 1.29925
H 2.60858 -5.78532 1.87905
H 1.94298 -3.48082 1.34795
H -3.10002 -1.86232 0.37665
H -5.07942 -2.26852 -1.04815
H -4.78852 -3.10962 -3.34805
H -2.53262 -3.62502 -4.19535
H -0.56702 -3.27892 -2.77485

Results of the Mulliken charge analysis, in e, for atoms 1 through 4: 2.294 -0.457 0.294 -0.310



Below is a molecular structure, C40H55InN3P2SeSi at a distorted geometry, with properties calculated with ωB97M-V/def2-TZVPD.

Results
- net charge = +1
- E_LUMO (eV) = -3.4
- HOMO-LUMO gap (eV) = 5.8

Element x y z (Å)
In 0.09154 -0.45567 0.26530
C 3.62964 -1.53127 0.58390
C 3.89784 -1.00577 -0.82250
C 5.34264 -0.50207 -0.86540
P 2.40854 0.06423 -1.26770
C 2.56724 0.46413 -3.09930
C 3.96354 0.83443 -3.58650
C 1.57944 1.58193 -3.41860
C 2.52874 1.64773 -0.39200
C 3.72974 2.25653 -0.04600
C 3.77324 3.39793 0.73600
C 5.07354 4.05653 1.07450
C 2.57104 3.89113 1.23780
C 1.36944 3.32333 0.88490
C 1.30304 2.23233 0.00460
N 0.11914 1.67763 -0.42160
C -0.98626 2.44793 -0.63070
C -0.90446 3.83433 -0.86880
C -2.02226 4.61393 -1.02650
C -3.29926 4.06023 -0.96320
C -4.51906 4.91993 -1.08890
C -3.39866 2.68483 -0.85810
C -2.27726 1.86453 -0.72430
P -2.40876 0.06383 -0.87070
C -2.91566 -0.23667 -2.66160
C -3.86146 0.79413 -3.26600
C -1.62276 -0.29147 -3.47240
C -3.81156 -0.57507 0.20400
C -3.40296 -0.19587 1.62270
C -5.25556 -0.17147 -0.07400
H 4.29084 -2.36337 0.82210
H 2.59434 -1.85657 0.68820
H 3.81014 -0.73487 1.30300
H 3.80314 -1.83297 -1.54050
H 5.58564 0.04493 0.04250
H 5.56234 0.12503 -1.72020
H 6.00864 -1.36367 -0.90770
H 2.24534 -0.45347 -3.61150
H 4.39684 1.62583 -2.97770
H 3.89264 1.20623 -4.60820
H 4.62354 -0.02917 -3.59540
H 1.95194 2.53773 -3.05520
H 0.62104 1.39303 -2.94010
H 1.42944 1.65543 -4.49440
H 4.65614 1.84803 -0.41190
H 5.88234 3.63973 0.48170
H 5.30824 3.91373 2.12870
H 5.02694 5.12743 0.89080
H 2.58224 4.73693 1.90980
H 0.44984 3.72113 1.28960
H 0.07214 4.28603 -0.95490
H -1.90576 5.67143 -1.21300
H -4.35396 5.89913 -0.64470
H -5.37146 4.45513 -0.60080
H -4.77746 5.07003 -2.13780
H -4.38236 2.24213 -0.88520
H -3.39886 -1.22257 -2.66840
H -3.44426 1.79673 -3.19150
H -4.83666 0.79113 -2.78760
H -4.00736 0.56443 -4.32030
H -1.20816 0.71253 -3.54990
H -1.81556 -0.65647 -4.47910
H -0.88416 -0.94697 -2.99890
H -3.74136 -1.66707 0.09300
H -3.24196 0.88193 1.67060
H -2.47466 -0.70247 1.89660
H -4.17496 -0.46587 2.34030
H -5.44486 0.86303 0.19900
H -5.91126 -0.79317 0.53560
H -5.53136 -0.32247 -1.11390
C 2.16244 0.74283 3.30910
Si 0.52134 -0.17607 2.98760
C -0.88496 0.89673 3.71310
C 0.44704 -2.00477 3.49020
C -0.76666 -2.60397 3.82730
C -0.84426 -3.95957 4.09030
C 0.28994 -4.75067 4.00910
C 1.50764 -4.16987 3.69270
C 1.58504 -2.80917 3.43900
H 2.39414 0.77443 4.37010
H 2.08894 1.76723 2.95340
H 3.00424 0.28263 2.80670
H -0.54136 1.34993 4.63870
H -1.78296 0.32963 3.93880
H -1.14826 1.69863 3.02630
H -1.66236 -2.00237 3.90650
H -1.79196 -4.39887 4.36460
H 0.22504 -5.81217 4.19420
H 2.40004 -4.77947 3.65500
H 2.54604 -2.36487 3.21600
Se 1.80994 -4.26287 0.50310
N 0.52214 -3.22787 -0.12660
C -0.56006 -3.99347 -0.30800
C -1.77156 -3.57267 -0.87660
C -2.78596 -4.48137 -0.98500
C -2.64876 -5.81467 -0.54150
C -1.47396 -6.26967 -0.01560
C -0.40026 -5.36517 0.09570
N 0.81314 -5.66567 0.54960
H -1.85996 -2.55287 -1.23280
H -3.72196 -4.17917 -1.42740
H -3.49086 -6.48157 -0.64310
H -1.33056 -7.28737 0.30800

Results of the Mulliken charge analysis, in e, for atoms 1 through 4: 0.525 -0.866 0.492 -2.003